Entry 1:
Density functional theory data (ωB97M-V with the def2-TZVPD basis set) for a structure of composition C16H11N4O5PdS3.

Values from the calculation:
Expectation value of S²: 6.0653
Kohn-Sham gap (spin up / spin down), eV: 8.1 / 5.0
Maximum force, eV/A: 0.676
Net charge: +1
Spin multiplicity: 5

```
40
C16H11N4O5PdS3 ωB97M-V with the def2-TZVPD basis set
C 2.42677 -1.66994 3.70119
H 1.69369 6.07762 -1.50976
O -3.93476 -4.78125 -2.01148
H 3.41818 -1.43753 3.31193
C -0.37964 5.53703 -1.56379
H -2.39961 4.77525 -1.64021
C -0.98741 3.19217 -1.60573
O -4.24338 -1.85607 -1.47024
C 0.97123 5.27415 -1.53046
H 2.98373 -3.57073 4.56844
C 0.39699 2.89073 -1.56140
C 2.28489 1.68966 -1.52833
N 0.48286 -0.60248 0.80717
C -1.35396 4.50332 -1.60334
H -1.91102 0.17354 0.23154
O 0.36338 -2.72858 -1.63691
Pd 0.68381 -0.55310 -1.31740
C 2.24788 -3.17905 3.86845
C -0.47671 -0.18948 1.60054
N -1.62065 0.39032 1.17680
C 1.36630 3.93868 -1.53374
C -1.84766 -1.90151 -1.60395
C -0.86056 -2.94316 -1.70113
H 2.33321 -1.16231 4.66243
H -1.70730 2.38591 -1.64920
S -0.08603 -0.42207 3.25901
H -0.71348 6.56596 -1.56824
S 3.08548 0.23244 -1.45692
S 2.95501 3.28229 -1.51602
H -2.35934 0.52599 1.84546
N 0.92500 1.66205 -1.56675
C -1.54509 -4.28109 -1.87207
N 1.57463 -1.12226 1.46476
C -3.05878 -3.98708 -1.86935
H 2.37475 -3.68698 2.91341
H 1.25641 -3.41928 4.25424
O -1.00253 -5.34125 -1.96518
O -1.53843 -0.68567 -1.48355
C -3.22717 -2.47296 -1.63976
C 1.42931 -1.10328 2.73955
```

Atom charges from the Mulliken analysis, given in e for atoms 1 to 5:
1 C -0.48
2 H 0.42
3 O -0.44
4 H 0.25
5 C -0.41



Entry 2:
Density functional theory data (ωB97M-V with the def2-TZVPD basis set) for a structure of composition C16H12CaCl5NO6STe in a non-equilibrium geometry.

Values from the calculation:
Kohn-Sham gap, eV: 5.2
Maximum force, eV/A: 2.734
Net charge: -2

```
43
C16H12CaCl5NO6STe ωB97M-V with the def2-TZVPD basis set
O 1.34692 0.94974 1.15145
H 3.65008 1.06956 -2.93465
H 4.21235 -1.34686 -1.96068
C 3.77419 -1.05810 -1.00105
H 2.52914 -2.04303 0.45549
Ca 0.20588 0.72076 -0.53453
C -3.95649 4.36576 1.59620
Cl 0.42835 -4.36517 0.95253
C -2.86742 3.62720 1.05699
H -4.34339 4.22808 2.59877
C 1.48347 1.29966 -2.74035
O 0.41453 0.62641 -2.60072
C -4.46168 5.27774 0.72385
C -2.58312 -1.75259 0.84485
C 3.07188 -2.29472 -0.46178
C -2.13036 -4.31107 1.77766
H 4.59474 -0.78182 -0.32769
H 1.32523 -2.54172 -1.27400
Cl -5.11444 -1.67278 1.77198
O 2.22847 -2.85340 -1.44561
S -3.58938 5.22666 -0.76743
Cl -1.84845 -5.90936 2.37108
Te -0.97484 3.24383 -1.48265
H 2.75517 2.11485 -0.70279
H 2.66946 -0.40824 -3.20855
N 2.87966 0.08458 -1.19924
C -3.58594 -2.43246 1.50965
H 3.82811 -3.05049 -0.21725
C 2.77986 0.48812 -2.59809
C -1.29375 -2.31122 0.57798
O 3.39945 0.76179 2.04267
H -5.28530 5.96434 0.84844
Cl -2.83114 -0.13117 0.32450
Cl -4.63988 -4.58856 2.78890
H -2.34088 2.85591 1.60398
O -0.39860 -1.67933 -0.06548
H 4.29202 1.35560 -0.23472
C -3.38147 -3.72984 1.97242
C -1.12056 -3.62955 1.11683
O 1.57517 2.52133 -2.89761
C -2.52733 3.96217 -0.22739
C 2.62215 0.94666 1.10440
C 3.20812 1.20075 -0.30835
```

Atom charges from the Mulliken analysis, given in e for atoms 1 to 5:
1 O -0.91
2 H 0.27
3 H 0.45
4 C -1.22
5 H 0.25



Entry 3:
Density functional theory data (ωB97M-V with the def2-TZVPD basis set) for a structure of composition C16H12CrN5O4 in a non-equilibrium geometry.

Values from the calculation:
Expectation value of S²: 6.0222
Kohn-Sham gap (spin up / spin down), eV: 7.2 / 7.1
Maximum force, eV/A: 1.825
Net charge: +1
Spin multiplicity: 5

```
38
C16H12CrN5O4 ωB97M-V with the def2-TZVPD basis set
O 1.81932 -1.11575 3.20318
C 2.58175 -0.62547 1.00887
C -4.38452 -3.37131 -0.53135
N -2.31064 1.07637 -0.75899
C 1.52715 -0.98125 2.03546
H -6.01153 -1.97577 -0.67344
H -1.02061 5.43375 -0.79395
O 0.34402 -1.11195 1.50816
C -4.93759 -2.09649 -0.62508
C -1.72575 3.40591 -0.80814
H 3.51517 -0.88171 3.42027
H 3.16121 -0.17116 -1.99060
N -0.03447 1.70453 -0.80911
O 6.13687 -0.45207 1.93728
C -1.33572 2.08014 -0.79574
C 4.34981 -0.30782 -0.25628
C -4.12305 -0.98461 -0.65109
H -1.10917 -2.55310 -0.41281
N 3.23124 -0.26426 -0.99284
C -3.00816 -3.53982 -0.46385
C -2.18463 -2.43254 -0.47677
N 2.13832 -0.46142 -0.24279
C -2.73937 -1.15594 -0.57442
C 3.97970 -0.53772 1.05197
N -1.83266 -0.06996 -0.57062
H 1.93102 2.33376 -0.84920
C -0.74919 4.38634 -0.80290
C 4.96624 -0.56111 2.18130
H -5.03120 -4.23840 -0.50313
H 5.34032 -0.19405 -0.67309
H -2.58549 -4.53294 -0.39295
H 1.37732 4.74387 -0.79592
H -4.53271 0.01253 -0.72417
Cr 0.07671 -0.19114 -0.16039
H -2.78484 3.62876 -0.79690
C 0.58581 4.00710 -0.80461
O 4.47907 -0.66848 3.40156
C 0.90024 2.66319 -0.81693
```

Atom charges from the Mulliken analysis, given in e for atoms 1 to 5:
1 O -0.72
2 C -0.27
3 C -0.44
4 N -0.71
5 C 0.98



Entry 4:
Density functional theory data (ωB97M-V with the def2-TZVPD basis set) for an isolated molecule of C16H12F3NO2.

Values from the calculation:
SMILES string: O=C(CC(=O)c1ccccc1)Nc1ccccc1C(F)(F)F
Kohn-Sham gap, eV: 8.9
Maximum force, eV/A: 0.624
Net charge: 0

```
34
C16H12F3NO2 ωB97M-V with the def2-TZVPD basis set
O 1.05113 -1.59921 1.55410
C 1.42640 0.64860 -0.59380
C -1.65332 -0.47077 -4.56079
H 2.97316 -0.50180 0.33176
C -0.87081 -1.51013 -2.54003
C -0.50101 0.62567 4.74844
C 2.23226 0.23951 0.63767
O 1.36565 1.79131 -0.97885
F -1.79230 -3.61719 -1.95476
H -0.79382 1.43809 -5.00492
H -1.12141 2.59469 5.31679
C -0.81938 0.60766 -4.31618
H 0.22551 -1.20874 3.90018
H -0.89815 0.15742 5.63649
C 0.12623 -0.13976 3.78591
H 2.73042 1.11587 1.04624
H 0.88123 2.31443 1.56497
C 0.65269 0.45875 2.63974
H 0.63194 1.47792 -3.01157
C 1.28868 -0.41233 1.63488
C -0.62660 1.99432 4.56778
N 0.80029 -0.42168 -1.16162
H 0.86557 -1.28544 -0.63338
C -0.01060 0.63431 -3.19718
H -2.32405 -2.37266 -3.84530
H -0.23859 3.65686 3.27655
F 0.25513 -3.27121 -1.41173
C -0.93859 -2.65981 -1.57582
H -2.28298 -0.49111 -5.43585
C 0.51872 1.83594 2.46149
F -1.32985 -2.27311 -0.34584
C -1.67704 -1.52717 -3.67058
C -0.02073 -0.42214 -2.28695
C -0.12575 2.59293 3.42219
```

Atom charges from the Mulliken analysis, given in e for atoms 1 to 5:
1 O -0.62
2 C 0.69
3 C -0.52
4 H 0.42
5 C 0.30



Entry 5:
Density functional theory data (ωB97M-V with the def2-TZVPD basis set) for a structure of composition C16H12N2O5PdSSe2Te2.

Values from the calculation:
Expectation value of S²: 2.0178
Kohn-Sham gap (spin up / spin down), eV: 5.8 / 5.1
Maximum force, eV/A: 0.240
Net charge: -2
Spin multiplicity: 3

```
41
C16H12N2O5PdSSe2Te2 ωB97M-V with the def2-TZVPD basis set
C 0.94175 0.97490 3.98077
C -0.58350 0.59844 -2.32221
C 0.67108 0.48497 1.63734
Se -0.79076 -5.11746 -1.30662
H -3.37623 2.07035 -1.08886
N -0.04377 -0.65006 -2.46264
Se -3.50580 -2.48268 -1.98993
H 2.97555 0.14645 -3.62832
N 0.02723 -1.72673 0.84822
H 0.07239 3.90759 -2.84868
Te -2.79377 -6.12488 -0.43837
C 1.96879 0.34678 -3.29315
Pd -1.02510 -2.73526 -2.03756
C -2.40834 1.97540 -1.56432
Te -4.47635 -3.98880 -0.30411
C 1.82030 -2.16496 -2.96435
O 1.69716 1.32170 6.42869
C 1.43198 1.59236 -3.22697
H -0.71666 -2.37047 1.08942
H -2.35361 -0.16096 -1.38037
O 3.02827 -2.20379 -3.20824
O 1.03529 -3.13334 -2.76715
S 1.29776 2.14960 5.29572
O 0.03915 2.85979 5.49909
H 0.58210 -0.64062 5.31758
C 1.18816 -0.76525 -2.89621
C 0.33499 -0.83433 1.92930
H -2.17223 4.10565 -1.84224
H 0.04814 -2.25939 3.50134
C 0.98406 1.37722 2.65239
C 0.12276 1.75809 -2.71496
H 1.99513 2.46742 -3.53289
C -0.48010 3.02477 -2.54720
C -1.85570 0.73531 -1.72567
C 0.59636 -0.33271 4.28001
O 2.36440 2.98738 4.75935
C -1.72167 3.13146 -1.98670
H 1.26595 2.39748 2.42572
C 0.30276 -1.23185 3.26267
H 0.82891 -2.28183 0.57252
H 0.68317 0.79225 0.59756
```

Atom charges from the Mulliken analysis, given in e for atoms 1 to 5:
1 C 0.00
2 C -0.31
3 C -0.01
4 Se -0.21
5 H 0.40



Entry 6:
Density functional theory data (ωB97M-V with the def2-TZVPD basis set) for a structure of composition C16H13AuN2O2S2 in a non-equilibrium geometry.

Values from the calculation:
Kohn-Sham gap, eV: 3.0
Maximum force, eV/A: 1.251
Net charge: -2

```
36
C16H13AuN2O2S2 ωB97M-V with the def2-TZVPD basis set
H -0.70495 -3.53887 1.75355
C 0.59405 -0.41987 -1.98705
O -2.81015 1.72223 -0.11455
C 0.62985 0.76433 -1.24275
C -1.37665 -2.68897 1.69965
H 3.72515 -0.48717 -3.30415
C 2.87945 -0.15417 -2.71165
S -0.68185 5.73623 -0.17465
H -1.97785 -4.50957 3.52445
S -1.90925 0.68653 -0.56825
O -2.33765 0.01233 -1.79115
N 1.92965 2.60073 -0.44385
N -0.43095 1.29923 -0.59655
Au -0.49665 3.48063 -0.26705
C 1.69255 -0.85897 -2.70805
H 5.01905 1.52523 -2.51655
H -0.33395 -0.96787 -2.03565
C -3.30925 -1.51567 2.50365
H 1.61175 -1.76967 -3.29445
C 4.14845 1.82843 -1.94225
C 2.98065 1.02973 -1.96325
H -3.70925 -4.15867 3.44135
C -3.07315 -0.51767 1.58595
H 5.03555 3.64133 -1.19005
H -3.70875 0.35083 1.51915
H -4.14945 -1.45007 3.18535
H -0.29005 -1.74857 0.11605
C 3.03175 3.33233 -0.46375
C -2.46155 -2.63457 2.57385
C -2.00115 -0.59217 0.70535
H 3.01005 4.23663 0.13605
C 1.86895 1.48713 -1.19935
C -1.14045 -1.68817 0.77645
C -2.72125 -3.71557 3.58895
H -2.69385 -3.31367 4.60525
C 4.16105 2.99593 -1.20005
```

Atom charges from the Mulliken analysis, given in e for atoms 1 to 5:
1 H 0.26
2 C -0.35
3 O -0.68
4 C 0.77
5 C -0.98



Entry 7:
Density functional theory data (ωB97M-V with the def2-TZVPD basis set) for a structure of composition C16H13BF5IrO6 in a non-equilibrium geometry.

Values from the calculation:
Kohn-Sham gap (spin up / spin down), eV: 7.2 / 7.2
Maximum force, eV/A: 2.739
Net charge: 0

```
42
C16H13BF5IrO6 ωB97M-V with the def2-TZVPD basis set
O 2.56225 2.85490 1.33979
H -3.16413 5.05840 1.37231
O -1.51724 0.46330 2.82448
H -0.64419 2.45549 -2.33645
H -2.44223 0.09366 7.31554
C -1.05101 5.14073 1.66691
F 2.46028 -3.23434 -1.48450
C -0.57615 1.49671 -2.85344
C 1.25457 -1.84719 0.02288
C -0.91110 -1.17864 6.52651
F 0.72106 -2.20283 -2.24930
H -0.72059 -1.64348 7.48488
O 0.08540 -1.15120 2.98070
H -1.07440 6.14600 2.07407
C -1.88959 -0.19516 6.43130
H 1.09207 5.98102 2.29924
H 1.14455 0.90493 -2.10967
C -2.22465 4.53120 1.26957
F 2.32498 -1.85062 0.83891
C -1.43869 0.02454 4.13269
B -0.58086 -0.26091 2.11586
H -1.56611 1.05551 -2.93601
Ir 0.18463 -0.15935 0.20708
C -0.46449 -0.95319 4.22411
O 1.46822 1.28034 0.21796
C -2.17470 0.43128 5.21912
H -3.10638 2.75489 0.43428
C -0.17184 -1.57850 5.41402
F 0.48625 -2.91593 0.37280
O 0.23745 0.57148 -2.12621
H -2.93418 1.19681 5.13451
C -2.19545 3.24937 0.74292
C 0.22708 3.18865 1.03002
H 0.59414 -2.33961 5.47245
H -0.97324 1.59818 0.22291
C -0.97650 2.61289 0.62664
C 1.53568 2.42936 0.89739
F 2.53602 -1.09362 -1.81467
C 0.17840 4.48946 1.55593
C 1.75944 -2.10825 -1.40967
H -0.17069 1.64638 -3.85342
O 1.31088 5.11220 1.94575
```

Atom charges from the Mulliken analysis, given in e for atoms 1 to 5:
1 O -0.59
2 H 0.40
3 O -0.57
4 H 0.29
5 H 0.38



Entry 8:
Density functional theory data (ωB97M-V with the def2-TZVPD basis set) for an isolated molecule of C16H13F2NO5S2 in a non-equilibrium geometry.

Values from the calculation:
SMILES string: CS(=O)(=O)Nc1cc2c(cc1S(=O)(=O)c1ccc(F)cc1F)C(=O)CC2
Kohn-Sham gap, eV: 9.1
Maximum force, eV/A: 3.292
Net charge: 0

```
39
C16H13F2NO5S2 ωB97M-V with the def2-TZVPD basis set
F -2.95512 -0.07216 -2.06522
C -1.92529 0.41407 -4.15838
O -2.31826 2.47124 1.90226
H -3.41977 0.77490 4.04818
H 1.10891 -1.81293 -3.23800
H -1.75933 0.21487 3.68586
C -0.79478 -1.07734 -2.63570
C 3.72323 -0.37285 1.43859
H -2.75057 1.05405 -4.42379
F -0.74233 1.13289 -6.17961
C -0.81927 0.34206 -5.08028
O 0.10754 -3.18186 -1.23176
C 1.59439 -0.98892 0.15004
C 2.61931 1.36321 2.74470
H 2.70697 2.41768 2.51502
S -2.87492 1.11816 1.75365
C 0.27337 -1.21331 -3.54488
O 4.52158 -1.19652 1.03336
H 2.10430 -1.74341 -0.45218
C -2.79131 0.25552 3.34293
O -2.01403 -2.28770 -0.46270
H 1.08478 -0.55161 -5.49281
H -0.11286 1.67203 2.28639
H 2.33139 1.16980 3.79042
H 4.31485 0.16013 3.45186
O -4.24547 1.09135 1.22868
C 3.99324 0.63639 2.52784
C 2.32095 -0.25493 1.06480
H -2.40204 -0.62078 0.44146
C 1.65457 0.72374 1.77721
C -0.48528 0.18793 0.77863
S -0.70214 -1.97280 -1.09691
H -3.11308 -0.78509 3.16749
N -1.86672 0.19023 0.76896
C -1.89749 -0.26481 -2.91314
H 4.78518 1.32589 2.22039
C 0.27257 -0.49373 -4.76041
C 0.18130 -0.77108 -0.02440
C 0.29160 0.94569 1.64145
```

Atom charges from the Mulliken analysis, given in e for atoms 1 to 5:
1 F -0.22
2 C -0.57
3 O -0.63
4 H 0.37
5 H 0.45